1.
C24H27BrN2O2Si2V | ωB97M-V with the def2-TZVPD basis set

Atoms and positions in Å:
V (0.0902, 0.2336, 0.0542)
C (-0.0748, 0.4748, -3.3466)
O (-0.7755, 0.7032, -2.1157)
C (-2.1434, 0.5957, -2.1577)
C (-2.9040, 0.4471, -3.2995)
C (-4.2838, 0.3157, -3.1686)
Br (-5.3175, 0.1317, -4.7335)
C (-4.9049, 0.2942, -1.9373)
C (-4.1270, 0.4308, -0.7879)
C (-2.7727, 0.6262, -0.9239)
O (-1.9274, 0.8492, 0.1470)
C (-4.7268, 0.3524, 0.5644)
N (-5.8573, 0.8741, 0.9227)
C (-5.9875, 0.5350, 2.2736)
C (-7.0159, 0.8344, 3.1673)
C (-6.8953, 0.3720, 4.4613)
C (-5.7747, -0.3758, 4.8721)
C (-4.7464, -0.6770, 4.0031)
C (-4.8848, -0.1985, 2.7029)
N (-4.0670, -0.3011, 1.5850)
H (-0.3767, -0.4793, -3.7771)
H (0.9797, 0.4407, -3.0953)
H (-0.2679, 1.2911, -4.0417)
H (-2.4490, 0.4257, -4.2781)
H (-5.9734, 0.1638, -1.8391)
H (-2.4130, 0.9568, 0.9789)
H (-7.8731, 1.4104, 2.8438)
H (-7.6762, 0.5863, 5.1792)
H (-5.7165, -0.7206, 5.8964)
H (-3.8817, -1.2468, 4.3189)
H (-3.3120, -0.9617, 1.4672)
C (-0.7017, 0.5624, 3.6594)
Si (0.5613, -0.1821, 2.4428)
C (2.2362, 0.2526, 3.2068)
C (0.3752, -2.0543, 2.7080)
C (0.5105, -2.6074, 3.9924)
C (0.3648, -3.9660, 4.2169)
C (0.0755, -4.8137, 3.1508)
C (-0.0632, -4.2883, 1.8771)
C (0.0831, -2.9137, 1.6293)
Si (-0.1312, -2.2072, -0.1122)
C (0.9994, -3.2280, -1.2310)
C (-1.8734, -2.7774, -0.6335)
H (-0.4679, 0.3118, 4.7002)
H (-1.7134, 0.1847, 3.4616)
H (-0.7342, 1.6543, 3.5832)
H (2.3004, -0.0666, 4.2529)
H (2.4101, 1.3329, 3.1749)
H (3.0529, -0.2317, 2.6637)
H (0.7370, -1.9609, 4.8362)
H (0.4778, -4.3675, 5.2173)
H (-0.0387, -5.8783, 3.3182)
H (-0.2891, -4.9648, 1.0561)
H (0.8278, -4.3037, -1.1161)
H (2.0542, -3.0373, -1.0164)
H (0.8224, -2.9757, -2.2829)
H (-1.9585, -3.8698, -0.6339)
H (-2.1242, -2.4245, -1.6408)
H (-2.6503, -2.4069, 0.0456)

The calculation puts the orbital gap (spin up / spin down) at 7.2 / 6.4 eV. As for the expectation value of S²: 3.793. The total energy comes out at -5287.7080 hartree. Its spin multiplicity is 4.

Atom charges from the natural (NBO) analysis, given in e for atoms 1 to 5: 0.8153, -0.2468, -0.5548, 0.2500, -0.2860

2.
C24H27Cl2N3O2Zr | ωB97M-V with the def2-TZVPD basis set

Atoms and positions in Å:
Zr (-0.2577, -0.5289, -0.1678)
C (1.7338, -1.0557, 1.2859)
C (0.5872, -1.4290, 2.0436)
C (-0.1272, -0.2393, 2.3639)
C (0.5709, 0.8635, 1.8024)
C (1.7114, 0.3577, 1.1118)
C (2.8217, 1.1418, 0.4801)
C (0.2492, 2.2982, 2.0957)
C (-1.3225, -0.1656, 3.2628)
C (0.2565, -2.7958, 2.5693)
C (2.8769, -1.9246, 0.8522)
H (3.1430, 0.7096, -0.4699)
H (3.6920, 1.1438, 1.1402)
H (2.5460, 2.1792, 0.3061)
H (0.3180, 2.4713, 3.1713)
H (-0.7652, 2.5778, 1.8033)
H (0.9542, 2.9780, 1.6228)
H (-1.0061, -0.1791, 4.3084)
H (-1.9909, -1.0166, 3.1235)
H (-1.8920, 0.7506, 3.1085)
H (0.1038, -2.7528, 3.6481)
H (1.0655, -3.5022, 2.3917)
H (-0.6511, -3.2179, 2.1346)
H (3.7772, -1.6483, 1.4045)
H (3.1142, -1.8127, -0.2080)
H (2.7063, -2.9805, 1.0685)
Cl (0.4687, -2.8242, -4.0416)
C (0.9344, -1.1893, -3.7466)
C (1.9704, -0.6032, -4.4893)
C (2.3315, 0.7010, -4.2728)
Cl (3.5605, 1.4200, -5.2343)
C (1.7025, 1.4613, -3.2539)
C (1.9444, 2.8266, -2.9925)
C (1.2403, 3.4601, -2.0023)
C (0.3675, 2.7170, -1.1957)
N (0.1213, 1.4365, -1.3928)
C (0.7127, 0.8278, -2.4727)
C (0.2463, -0.4806, -2.7802)
O (-0.8237, -0.9459, -2.1276)
H (2.4634, -1.1839, -5.2568)
H (2.6682, 3.3626, -3.5912)
H (1.3754, 4.5134, -1.8038)
H (-0.1214, 3.1869, -0.3533)
N (-2.2125, -1.9755, 0.1235)
C (-3.0765, -0.8768, 0.4350)
C (-4.3798, -0.9240, 0.8769)
C (-5.0173, 0.2920, 1.0896)
C (-4.3437, 1.4806, 0.8394)
C (-3.0316, 1.4295, 0.4104)
N (-2.4062, 0.2599, 0.2349)
H (-2.3908, -2.8149, 0.6644)
H (-2.2926, -2.1953, -0.8735)
H (-4.8853, -1.8669, 1.0321)
H (-6.0428, 0.3114, 1.4326)
H (-4.8314, 2.4346, 0.9763)
H (-2.4640, 2.3248, 0.1957)
O (0.4749, -2.6591, -0.7208)
H (1.1747, -3.1884, -0.3178)
H (0.3473, -2.9404, -1.6452)

The calculation puts the orbital gap at 7.4 eV. The total energy comes out at -2212.6179 hartree. Its total charge is +2. Its spin multiplicity is 1.

Atom charges from the natural (NBO) analysis, given in e for atoms 1 to 5: 2.2488, -0.1203, -0.1316, -0.0965, -0.1201

3.
C24H27CrN5O5S | ωB97M-V with the def2-TZVPD basis set

Atoms and positions in Å:
Cr (1.0364, 0.2828, 0.0302)
C (-1.3936, -2.5576, -1.3851)
C (0.0733, -2.2551, -1.2889)
O (0.5184, -1.1425, -1.5312)
N (0.8939, -3.2923, -0.9586)
C (2.2652, -2.9833, -0.5570)
C (2.3856, -2.3592, 0.8139)
C (3.3344, -2.8288, 1.6845)
C (3.6306, -2.0199, 2.8385)
C (2.8755, -0.9537, 3.1435)
C (1.6213, -0.6513, 2.3599)
N (1.5888, -1.3148, 1.0577)
H (-1.9350, -1.6257, -1.5475)
H (-1.7546, -3.0100, -0.4605)
H (-1.5961, -3.2443, -2.2082)
H (0.4531, -4.0351, -0.4382)
H (2.6527, -2.2893, -1.3053)
H (2.8535, -3.8995, -0.5985)
H (3.9440, -3.6860, 1.4277)
H (4.5081, -2.2583, 3.4343)
H (3.1179, -0.2793, 3.9548)
H (-0.4892, -0.8056, 2.4880)
C (-3.2250, 5.5689, 4.0264)
C (-2.7956, 4.3556, 3.2385)
C (-2.1368, 4.4857, 2.0163)
C (-1.7426, 3.3870, 1.2811)
C (-1.9745, 2.0657, 1.7397)
C (-2.6435, 1.9474, 2.9744)
C (-3.0370, 3.0614, 3.6927)
S (-3.3479, 1.6777, -1.3010)
O (-3.2779, 2.6546, -2.4030)
O (-3.9128, 0.3912, -1.7539)
N (-1.4662, 1.1829, -1.2146)
C (-0.7492, 1.3138, -2.4598)
C (0.6353, 1.9782, -2.3450)
O (1.0749, 2.5935, -3.3115)
O (1.2737, 1.7830, -1.2448)
H (-2.7904, 6.4712, 3.5923)
H (-2.9074, 5.5056, 5.0715)
H (-4.3138, 5.6940, 4.0250)
H (-1.9210, 5.4807, 1.6363)
H (-1.2061, 3.5264, 0.3525)
H (-2.8210, 0.9542, 3.3684)
H (-3.5433, 2.9258, 4.6462)
H (-1.3762, 1.9205, -3.1146)
H (-0.5826, 0.3448, -2.9396)
N (-1.4811, 0.9452, 1.1306)
C (-0.9157, 0.8566, -0.0551)
C (0.3056, -2.4618, 3.6009)
C (0.3458, -0.9983, 3.1769)
C (0.2488, -0.0324, 4.3199)
C (0.6092, 1.2680, 4.0894)
C (1.1417, 1.6585, 2.8397)
C (1.2975, 3.1128, 2.4951)
N (1.5673, 0.7593, 1.9385)
H (1.1652, -2.7180, 4.2251)
H (0.3295, -3.1055, 2.7175)
H (-0.6091, -2.6732, 4.1625)
H (-0.2004, -0.3526, 5.2550)
H (0.4648, 2.0326, 4.8460)
H (2.2336, 3.5082, 2.9107)
H (0.4669, 3.7012, 2.8865)
H (1.3317, 3.2272, 1.4104)

The calculation puts the orbital gap (spin up / spin down) at 4.3 / 5.4 eV. As for the expectation value of S²: 6.151. The total energy comes out at -3023.4410 hartree. Its total charge is -2. Its spin multiplicity is 5.

Atom charges from the natural (NBO) analysis, given in e for atoms 1 to 5: 1.2684, -0.7251, 0.7466, -0.6549, -0.6014

4.
C24H27F18N9O18S6Zn2 | ωB97M-V with the def2-TZVPD basis set

Atoms and positions in Å:
Zn (-2.2104, 0.4681, 2.2688)
Zn (1.4074, -2.4459, 2.0284)
C (1.3708, 1.5448, 4.4593)
F (2.5892, 1.3625, 4.9182)
F (0.9997, 2.4782, 5.2803)
F (1.4592, 1.9705, 3.1742)
S (0.2858, -0.1445, 4.4703)
O (0.0497, -0.4466, 5.8802)
O (-0.9491, 0.2849, 3.7672)
O (0.8843, -1.1716, 3.6275)
C (1.0385, 1.5013, -0.5874)
F (1.7028, 1.4012, -1.7719)
F (1.7716, 2.0883, 0.3070)
F (-0.0021, 2.3444, -0.8533)
S (0.2409, -0.2139, 0.0375)
O (1.2795, -1.0693, 0.6870)
O (-0.7289, 0.1906, 1.0563)
O (-0.4242, -0.8039, -1.1097)
C (1.4409, -6.5080, -0.5400)
F (1.7014, -7.2242, 0.5592)
F (1.9429, -7.2016, -1.5722)
F (0.1581, -6.5005, -0.6517)
S (2.2292, -4.7303, -0.5069)
O (3.6863, -4.8413, -0.4120)
O (1.7914, -4.0623, -1.7044)
O (1.7841, -3.9180, 0.6448)
C (5.3326, -0.2112, 1.9022)
F (4.4138, 0.5338, 2.6587)
F (5.2988, 0.2185, 0.6116)
F (6.5004, -0.0451, 2.4887)
S (4.8055, -2.0985, 1.9732)
O (5.1596, -2.7031, 0.6725)
O (5.4562, -2.7496, 3.1824)
O (3.3271, -2.0971, 2.1760)
C (-2.7219, -3.7752, 0.6693)
F (-2.5621, -3.0380, -0.3863)
F (-4.0328, -3.9790, 0.9312)
F (-2.0503, -4.9376, 0.3562)
S (-1.9813, -2.8833, 2.2055)
O (-0.5291, -2.8927, 2.0475)
O (-2.5280, -1.5253, 2.2267)
O (-2.2070, -3.5769, 3.4157)
C (1.9165, -6.3255, 4.5891)
F (0.8750, -6.6095, 3.7973)
F (1.4011, -5.9667, 5.7995)
F (2.8155, -7.2924, 4.8024)
S (2.7894, -4.8295, 3.7869)
O (3.5208, -5.4208, 2.6362)
O (1.7601, -3.8175, 3.3929)
O (3.7344, -4.3067, 4.7716)
C (-2.6453, -3.3792, -3.8756)
C (-3.6412, -4.0349, -4.8313)
N (-4.3552, -4.4863, -5.6114)
H (-3.0103, -2.3857, -3.6149)
H (-1.6889, -3.3112, -4.3941)
H (-2.4954, -4.0159, -3.0037)
C (0.2521, 4.5806, 2.4356)
C (-0.7740, 3.4805, 2.3623)
N (-1.5920, 2.6074, 2.3428)
H (1.2300, 4.1815, 2.1660)
H (0.2990, 5.2392, 3.3028)
H (-0.0292, 5.2147, 1.5948)
C (4.5277, 1.3390, -1.8360)
C (5.5107, 0.3626, -2.2296)
N (6.2672, -0.4557, -2.5776)
H (4.8924, 2.2081, -1.2886)
H (3.9079, 0.8184, -1.1060)
H (3.8475, 1.6371, -2.6338)
C (-3.6545, 0.2464, -2.0752)
C (-3.5248, 0.6259, -0.6228)
N (-3.3691, 0.9364, 0.5076)
H (-4.7039, 0.0150, -2.2573)
H (-2.9693, -0.5957, -2.1730)
H (-3.2918, 1.0696, -2.6908)
C (-0.3734, 7.9793, -1.7856)
C (0.8141, 8.8253, -1.5333)
N (1.6948, 9.4788, -1.3175)
H (-1.1479, 8.4602, -1.1881)
H (-0.1426, 6.9377, -1.5624)
H (-0.6473, 7.9740, -2.8407)
C (1.4438, -1.8710, -4.0417)
C (0.2870, -1.1715, -4.5105)
N (-0.6656, -0.5974, -4.9160)
H (2.0542, -1.0820, -3.6024)
H (2.0861, -2.3507, -4.7803)
H (0.9080, -2.5277, -3.3564)
C (-0.8500, 3.4850, -4.0244)
C (-0.4606, 4.7637, -4.5882)
N (-0.1990, 5.7959, -5.0719)
H (-1.9144, 3.2870, -3.8979)
H (-0.3043, 3.2640, -3.1071)
H (-0.4978, 2.7651, -4.7631)
C (-5.9732, 0.7668, 5.1338)
C (-4.8024, 0.8369, 4.2938)
N (-3.8569, 0.8697, 3.5633)
H (-6.7228, 0.2645, 4.5223)
H (-6.4489, 1.7374, 5.2739)
H (-5.7004, 0.3306, 6.0948)
C (-4.1161, 6.1662, -5.4461)
C (-3.6555, 5.7367, -4.0951)
N (-3.2412, 5.4354, -2.9923)
H (-4.3920, 5.2433, -5.9562)
H (-3.2429, 6.3701, -6.0659)
H (-4.9155, 6.9056, -5.4927)

The calculation puts the orbital gap at 5.6 eV. The total energy comes out at -10523.3220 hartree. Its total charge is -2. Its spin multiplicity is 1.

Atom charges from the Löwdin analysis, given in e for atoms 1 to 5: 0.4365, 0.5028, -0.6216, 0.1464, 0.1554

- Which formula does entry 1 have?
  C24H27BrN2O2Si2V

Repeat the first record exactly.
C24H27BrN2O2Si2V | ωB97M-V with the def2-TZVPD basis set

Atoms and positions in Å:
V (0.0902, 0.2336, 0.0542)
C (-0.0748, 0.4748, -3.3466)
O (-0.7755, 0.7032, -2.1157)
C (-2.1434, 0.5957, -2.1577)
C (-2.9040, 0.4471, -3.2995)
C (-4.2838, 0.3157, -3.1686)
Br (-5.3175, 0.1317, -4.7335)
C (-4.9049, 0.2942, -1.9373)
C (-4.1270, 0.4308, -0.7879)
C (-2.7727, 0.6262, -0.9239)
O (-1.9274, 0.8492, 0.1470)
C (-4.7268, 0.3524, 0.5644)
N (-5.8573, 0.8741, 0.9227)
C (-5.9875, 0.5350, 2.2736)
C (-7.0159, 0.8344, 3.1673)
C (-6.8953, 0.3720, 4.4613)
C (-5.7747, -0.3758, 4.8721)
C (-4.7464, -0.6770, 4.0031)
C (-4.8848, -0.1985, 2.7029)
N (-4.0670, -0.3011, 1.5850)
H (-0.3767, -0.4793, -3.7771)
H (0.9797, 0.4407, -3.0953)
H (-0.2679, 1.2911, -4.0417)
H (-2.4490, 0.4257, -4.2781)
H (-5.9734, 0.1638, -1.8391)
H (-2.4130, 0.9568, 0.9789)
H (-7.8731, 1.4104, 2.8438)
H (-7.6762, 0.5863, 5.1792)
H (-5.7165, -0.7206, 5.8964)
H (-3.8817, -1.2468, 4.3189)
H (-3.3120, -0.9617, 1.4672)
C (-0.7017, 0.5624, 3.6594)
Si (0.5613, -0.1821, 2.4428)
C (2.2362, 0.2526, 3.2068)
C (0.3752, -2.0543, 2.7080)
C (0.5105, -2.6074, 3.9924)
C (0.3648, -3.9660, 4.2169)
C (0.0755, -4.8137, 3.1508)
C (-0.0632, -4.2883, 1.8771)
C (0.0831, -2.9137, 1.6293)
Si (-0.1312, -2.2072, -0.1122)
C (0.9994, -3.2280, -1.2310)
C (-1.8734, -2.7774, -0.6335)
H (-0.4679, 0.3118, 4.7002)
H (-1.7134, 0.1847, 3.4616)
H (-0.7342, 1.6543, 3.5832)
H (2.3004, -0.0666, 4.2529)
H (2.4101, 1.3329, 3.1749)
H (3.0529, -0.2317, 2.6637)
H (0.7370, -1.9609, 4.8362)
H (0.4778, -4.3675, 5.2173)
H (-0.0387, -5.8783, 3.3182)
H (-0.2891, -4.9648, 1.0561)
H (0.8278, -4.3037, -1.1161)
H (2.0542, -3.0373, -1.0164)
H (0.8224, -2.9757, -2.2829)
H (-1.9585, -3.8698, -0.6339)
H (-2.1242, -2.4245, -1.6408)
H (-2.6503, -2.4069, 0.0456)

The calculation puts the orbital gap (spin up / spin down) at 7.2 / 6.4 eV. As for the expectation value of S²: 3.793. The total energy comes out at -5287.7080 hartree. Its spin multiplicity is 4.

Atom charges from the natural (NBO) analysis, given in e for atoms 1 to 5: 0.8153, -0.2468, -0.5548, 0.2500, -0.2860